No. 1
9
Properties=species:S:1:pos:R:3:forces:R:3 method="wB97M-V/def2-TZVPD" de_lowest_ev=3.999 smiles="O=c1cco[nH]1" e_homo_ev=-9.07 orbital_gap_ev=9.5
O 0.7817 -2.0864 -0.4703 1.085 -2.453 -0.328
C 0.3851 -1.0050 -0.2118 0.130 3.064 0.705
C -0.8814 -0.3884 -0.3451 1.696 7.447 2.150
C -0.7627 1.0979 0.0812 -0.120 -8.394 -1.449
O 0.4939 1.1944 0.5826 -2.380 2.796 -0.845
N 1.1843 0.0972 0.2226 2.199 -0.348 0.919
H -1.6888 -0.9431 -0.5660 -2.915 -1.271 -1.064
H -1.6105 1.7866 0.0130 1.181 0.437 0.670
H 2.0984 0.2468 0.6939 -0.876 -1.278 -0.756

No. 2
9
Properties=species:S:1:pos:R:3:forces:R:3 method="wB97M-V/def2-TZVPD" de_lowest_ev=3.190 e_homo_ev=-8.44 orbital_gap_ev=8.8
C -0.3386 0.2974 0.6922 0.575 -0.541 1.262
C 2.5189 -0.9978 -0.1919 0.137 0.788 -0.262
C -1.1739 -0.2873 -0.1416 0.674 0.949 1.321
N -2.1855 -0.8546 -0.5245 -0.578 0.039 -1.808
O 0.4326 1.4521 0.6264 -0.811 0.044 -0.797
O 2.6936 0.0651 -0.5371 -0.032 -0.839 0.201
H -0.1886 -0.2847 1.6515 0.228 0.760 -1.362
H 0.2486 1.9883 -0.1795 -0.023 -0.760 0.817
H -2.0072 -1.3786 -1.3956 -0.170 -0.440 0.629

No. 3
9
Properties=species:S:1:pos:R:3:forces:R:3 method="wB97M-V/def2-TZVPD" de_lowest_ev=0.858 smiles="O=C=O.CC#N" e_homo_ev=-11.11 orbital_gap_ev=11.8
O -2.4001 -3.5383 2.2846 -1.558 -1.231 0.901
C -1.6252 -2.9181 1.7244 0.165 0.055 0.247
O -0.8406 -2.2740 1.2054 2.273 -0.595 -0.815
C -0.0432 0.5937 0.0791 1.636 -0.374 0.805
C -1.2861 -0.0696 0.5602 0.039 1.921 -0.267
N -2.3005 -0.3434 1.0261 -0.032 0.594 -0.462
H -0.2897 1.4728 -0.5023 -0.387 -0.101 -0.456
H 0.6813 -0.0788 -0.5535 -1.493 1.190 1.545
H 0.4775 1.0982 0.9950 -0.643 -1.460 -1.497